Entry 1:
Entry from the OMol25 dataset: a molecular structure, C7H16N2 in a non-equilibrium geometry (wB97M-V/def2-TZVPD).

Atoms and positions in Å:
C 0.03 1.31 1.62
C -1.15 -1.11 1.44
C -1.53 0.33 -0.44
C 0.51 2.54 0.90
N -0.56 -0.09 0.57
H -0.95 1.47 2.07
H 0.71 0.94 2.38
H -2.01 -0.71 1.99
H -2.40 0.80 0.03
H -1.50 -1.98 0.87
H -0.40 -1.44 2.16
H -1.06 1.05 -1.10
H -1.89 -0.52 -1.03
H 1.52 2.42 0.51
H -0.14 2.80 0.06
H 0.49 3.39 1.58
C 0.91 -1.70 -1.09
C 1.18 -1.16 -2.50
C 1.04 -0.63 -0.06
N 1.93 -0.02 0.47
H -0.09 -2.15 -1.04
H 1.63 -2.49 -0.86
H 2.19 -0.75 -2.56
H 0.48 -0.35 -2.75
H 1.06 -1.95 -3.25

Results
F_max: 3.20 eV/Å
energy: -10495.4987 eV
Kohn-Sham gap: 7.95 eV
energy above the lowest of the compared OMol25 structures with the same formula, charge and spin: 86.7 kcal/mol

***

Entry 2:
Entry from the OMol25 dataset: a molecular structure, C30H34GeP2S2ScSe (wB97M-V/def2-TZVPD).

Atoms and positions in Å:
Sc 0.39 -1.91 -0.50
S 2.78 -1.95 -0.95
P 2.34 0.08 -0.74
C 0.65 0.22 -0.60
P -0.14 0.43 0.88
S -0.13 -1.42 1.85
C 0.45 1.70 2.00
C 0.94 1.44 3.27
C 1.33 2.49 4.09
C 1.23 3.80 3.63
C 0.74 4.06 2.36
C 0.35 3.02 1.54
C -1.88 0.82 0.60
C -2.76 0.84 1.67
C -4.10 1.13 1.47
C -4.56 1.40 0.18
C -3.68 1.38 -0.89
C -2.34 1.09 -0.69
C 2.96 0.94 -2.19
C 2.10 1.72 -2.95
C 2.59 2.41 -4.05
C 3.94 2.32 -4.38
C 4.80 1.54 -3.62
C 4.31 0.85 -2.52
C 3.28 0.69 0.67
C 3.58 2.05 0.72
C 4.24 2.56 1.83
C 4.60 1.73 2.88
C 4.30 0.38 2.82
C 3.64 -0.15 1.72
H 1.02 0.42 3.62
H 1.72 2.29 5.08
H 1.53 4.62 4.28
H 0.66 5.08 2.01
H -0.04 3.23 0.55
H -2.41 0.63 2.68
H -4.78 1.15 2.30
H -5.61 1.62 0.02
H -4.04 1.59 -1.89
H -1.64 1.08 -1.52
H 1.06 1.78 -2.67
H 1.93 3.02 -4.64
H 4.32 2.86 -5.24
H 5.84 1.47 -3.88
H 4.99 0.24 -1.93
H 3.31 2.71 -0.10
H 4.47 3.62 1.87
H 5.12 2.13 3.74
H 4.58 -0.28 3.63
H 3.41 -1.20 1.68
C -2.59 -4.36 1.36
Ge -3.61 -3.79 -0.20
C -4.24 -5.31 -1.24
C -5.04 -2.56 0.27
C -2.40 -2.73 -1.38
Se -0.89 -3.75 -2.07
C -0.39 -2.59 -3.57
H -3.18 -5.08 1.93
H -2.35 -3.52 2.00
H -1.66 -4.86 1.08
H -4.97 -5.87 -0.65
H -3.43 -6.00 -1.50
H -4.73 -4.99 -2.16
H -5.73 -3.03 0.96
H -5.59 -2.25 -0.62
H -4.63 -1.67 0.75
H -2.10 -1.83 -0.83
H -2.96 -2.37 -2.25
H -1.22 -2.56 -4.27
H 0.48 -3.04 -4.03
H -0.15 -1.57 -3.25

Results
charge: +1
F_max: 0.74 eV/Å
energy: -214470.7219 eV
Kohn-Sham gap: 8.64 eV
energy above the lowest of the compared OMol25 structures with the same formula, charge and spin: 0.0 kcal/mol

***

Entry 3:
Entry from the OMol25 dataset: a molecular structure, C13H20N4O4S2Zr (wB97M-V/def2-TZVPD).

Atoms and positions in Å:
Zr 1.23 -0.27 0.15
N 1.05 0.16 2.59
C 2.48 0.22 3.05
C 3.06 -0.02 1.68
O 3.16 0.92 0.88
O 2.80 -1.20 1.17
H 0.58 1.05 2.76
H 0.53 -0.55 3.11
H 2.72 -0.55 3.77
H 2.73 1.21 3.43
N 2.54 -0.14 -1.73
C 2.43 -1.43 -2.49
C 1.00 -1.97 -2.35
C 0.81 -3.25 -1.52
C -0.25 -3.13 -0.45
N 0.27 -2.29 0.68
H 2.21 0.63 -2.32
H 3.51 0.07 -1.49
H 3.15 -2.13 -2.07
H 2.70 -1.25 -3.53
H 0.57 -2.12 -3.34
H 0.33 -1.15 -2.00
H 1.76 -3.55 -1.05
H 0.55 -4.08 -2.18
H -0.55 -4.10 -0.06
H -1.14 -2.62 -0.83
H 0.94 -2.84 1.21
H -0.54 -2.10 1.30
O -0.17 1.60 -2.07
S -0.56 1.61 -0.69
O 0.67 1.86 0.18
N -0.98 0.15 -0.13
C -2.14 0.25 0.64
S -2.67 -0.95 1.60
C -2.77 1.58 0.47
C -4.01 2.01 0.92
C -4.40 3.31 0.63
C -3.60 4.18 -0.10
C -2.35 3.78 -0.56
C -1.98 2.48 -0.25
H -4.65 1.33 1.47
H -5.37 3.65 0.97
H -3.95 5.18 -0.31
H -1.71 4.43 -1.13

Results
charge: +2
F_max: 0.76 eV/Å
energy: -50895.3465 eV
Kohn-Sham gap: 8.02 eV
energy above the lowest of the compared OMol25 structures with the same formula, charge and spin: 8.3 kcal/mol

***

Entry 4:
Entry from the OMol25 dataset: a molecular structure, H8MgO20S4 in a non-equilibrium geometry (wB97M-V/def2-TZVPD).

Atoms and positions in Å:
Mg -0.22 0.63 0.99
S 3.51 -2.49 -0.69
O 3.75 -3.39 0.38
O 2.66 -1.43 -0.25
O 4.76 -1.88 -1.18
O 2.82 -3.16 -1.82
S -3.27 -0.44 3.76
O -1.97 -0.99 3.43
O -3.12 0.90 3.18
O -4.26 -1.31 3.15
O -3.37 -0.37 5.20
S -3.21 -1.83 -2.51
O -4.29 -2.66 -1.85
O -2.50 -1.09 -1.55
O -2.22 -2.75 -3.06
O -3.74 -1.04 -3.62
S -1.58 4.49 -1.80
O -1.00 5.82 -2.09
O -1.95 3.77 -3.03
O -0.64 3.67 -1.06
O -2.74 4.75 -0.98
O 1.11 0.57 -4.58
H 0.83 0.97 -5.41
H 0.77 1.15 -3.90
O 0.25 -4.99 2.49
H -0.03 -4.11 2.77
H 1.17 -4.88 2.25
O 4.59 2.49 0.13
H 4.70 1.57 -0.12
H 3.86 2.79 -0.41
O 1.64 1.85 3.70
H 1.25 2.03 4.56
H 2.45 1.37 3.90

Results
charge: -6
F_max: 5.20 eV/Å
energy: -89839.4217 eV
Kohn-Sham gap: 2.69 eV

***

Copy entry 3 word for word.
Entry from the OMol25 dataset: a molecular structure, C13H20N4O4S2Zr (wB97M-V/def2-TZVPD).

Atoms and positions in Å:
Zr 1.23 -0.27 0.15
N 1.05 0.16 2.59
C 2.48 0.22 3.05
C 3.06 -0.02 1.68
O 3.16 0.92 0.88
O 2.80 -1.20 1.17
H 0.58 1.05 2.76
H 0.53 -0.55 3.11
H 2.72 -0.55 3.77
H 2.73 1.21 3.43
N 2.54 -0.14 -1.73
C 2.43 -1.43 -2.49
C 1.00 -1.97 -2.35
C 0.81 -3.25 -1.52
C -0.25 -3.13 -0.45
N 0.27 -2.29 0.68
H 2.21 0.63 -2.32
H 3.51 0.07 -1.49
H 3.15 -2.13 -2.07
H 2.70 -1.25 -3.53
H 0.57 -2.12 -3.34
H 0.33 -1.15 -2.00
H 1.76 -3.55 -1.05
H 0.55 -4.08 -2.18
H -0.55 -4.10 -0.06
H -1.14 -2.62 -0.83
H 0.94 -2.84 1.21
H -0.54 -2.10 1.30
O -0.17 1.60 -2.07
S -0.56 1.61 -0.69
O 0.67 1.86 0.18
N -0.98 0.15 -0.13
C -2.14 0.25 0.64
S -2.67 -0.95 1.60
C -2.77 1.58 0.47
C -4.01 2.01 0.92
C -4.40 3.31 0.63
C -3.60 4.18 -0.10
C -2.35 3.78 -0.56
C -1.98 2.48 -0.25
H -4.65 1.33 1.47
H -5.37 3.65 0.97
H -3.95 5.18 -0.31
H -1.71 4.43 -1.13

Results
charge: +2
F_max: 0.76 eV/Å
energy: -50895.3465 eV
Kohn-Sham gap: 8.02 eV
energy above the lowest of the compared OMol25 structures with the same formula, charge and spin: 8.3 kcal/mol